No. 1
17
Properties=species:S:1:pos:R:3:lowdin_charge:R:1 method="wB97M-V/def2-TZVPD" homo_energy_ha=-0.323
C -1.7591 -0.0962 -0.6879 -0.09
C 1.9731 -0.1210 -0.1714 -0.04
C -1.5819 0.9985 0.0652 -0.08
C -0.0088 -0.3320 1.3541 -0.03
C 0.4699 -0.1314 -0.0563 -0.50
C -0.1750 1.0496 0.5901 -0.16
C -0.4299 -0.6781 -1.1283 -0.12
H -0.1945 -0.2714 -2.1241 0.12
H 0.7356 -0.8074 1.9988 0.10
H 2.3672 -1.1408 -0.2044 0.08
H 0.3246 1.9966 0.7996 0.13
H 2.4157 0.3779 0.7007 0.09
H -2.3712 1.6737 0.3844 0.10
H -0.3471 -1.7681 -1.1798 0.12
H 2.3041 0.4187 -1.0640 0.08
H -2.7141 -0.5538 -0.9212 0.10
H -1.0085 -0.6149 1.6447 0.09

---

No. 2
14
Properties=species:S:1:pos:R:3:lowdin_charge:R:1 method="wB97M-V/def2-TZVPD" homo_energy_ha=-0.385
O -1.8327 -0.1402 0.8451 -0.11
C 1.6407 0.6855 0.7113 -0.16
C 1.2392 0.6321 -0.7599 -0.17
C -1.8993 -1.1949 -0.0839 -0.18
H 2.4030 1.4289 0.9409 0.06
H 0.9958 -0.3763 -1.0654 0.05
H 0.3719 1.2597 -1.0051 0.06
H 1.9957 -0.2854 1.0502 0.06
H -1.5633 -2.0838 0.4351 0.08
H 0.7730 0.8605 1.3537 0.05
H -1.9081 0.7114 0.4080 0.07
H -2.9188 -1.4156 -0.4129 0.07
H 1.9983 1.0358 -1.4208 0.06
H -1.2954 -1.1178 -0.9963 0.07

---

No. 3
33
Properties=species:S:1:pos:R:3:lowdin_charge:R:1 method="wB97M-V/def2-TZVPD" homo_energy_ha=-0.359
O -0.0296 -2.4011 1.6989 0.06
O -1.4452 0.0423 -1.1852 0.01
O -2.9057 0.8180 -2.6936 0.13
C -0.5264 2.0815 -0.3602 -0.10
C 2.1875 -0.1943 -0.6338 -0.19
C 3.7869 2.9445 -0.6996 0.11
C -1.1690 -2.5516 2.0784 -0.50
C 3.4964 0.3486 -1.2234 -0.21
C -2.1608 1.0258 -1.7834 -0.48
C -1.4791 -3.1641 3.4230 -0.02
C -0.2552 0.5853 -0.5526 -0.27
C -2.3428 -2.1223 1.2337 -0.01
C 3.6696 1.7787 -0.9592 -0.15
C 0.9669 0.2843 -1.4375 -0.12
C -1.8529 2.3466 -1.1037 -0.05
H 4.3658 -0.1879 -0.8424 0.12
H -2.0428 -2.4569 4.0336 0.08
H -2.6778 2.6047 -0.4456 0.12
H 3.4634 0.2203 -2.3084 0.12
H -1.9794 -1.7078 0.2969 0.06
H 1.2172 1.1853 -2.0017 0.11
H -2.0858 -4.0617 3.2932 0.08
H 0.6768 -0.4902 -2.1472 0.13
H -0.6282 2.3586 0.6889 0.11
H -0.5532 -3.4234 3.9311 0.08
H 3.9514 3.9911 -0.6070 0.02
H -2.9958 -2.9712 1.0253 0.09
H 2.2281 -1.2847 -0.6741 0.11
H 2.0985 0.0661 0.4211 0.12
H -1.7419 3.0842 -1.8962 0.12
H -0.1637 0.0267 0.3785 0.13
H -2.9224 -1.3631 1.7627 0.09
H 0.2517 2.7175 -0.7756 0.11

---

No. 4
11
Properties=species:S:1:pos:R:3:lowdin_charge:R:1 method="wB97M-V/def2-TZVPD" homo_energy_ha=-0.403
O -1.7672 -0.4200 -0.0602 -0.03
N 2.7915 0.6996 -0.0233 0.14
C -0.5063 -0.1574 0.5214 -0.32
C 1.8735 -0.0018 -0.0748 -0.22
C 0.6765 -0.8468 -0.1342 -0.12
C -1.2310 0.8923 -0.1887 -0.10
H 0.8873 -1.8069 0.3480 0.13
H -0.4961 -0.1455 1.6110 0.15
H -0.9105 1.1719 -1.1925 0.12
H 0.4302 -1.0525 -1.1809 0.13
H -1.7478 1.6671 0.3741 0.12

---

Record-wise gap between HOMO and LUMO values, in eV: 9.92; 11.43; 10.52; 11.85
Record-wise energy above the lowest of the compared OMol25 structures with the same formula, charge and spin values, in kJ/mol: 180.7; 62.7; 215.9; 151.0